18
Properties=species:S:1:pos:R:3:forces:R:3 method="wB97M-V/def2-TZVPD" charge=0 smiles=C[C@H](O)[C@@H](N)CO e_tot_ha=-364.20968 multiplicity=1 largest_force_ev_per_a=1.95 homo_lumo_gap_ev=9.96 e_homo_ha=-0.33637 relative_energy_ev=1.592
C -0.25394 1.43770 0.24918 -1.185 -0.963 0.118
O 0.31007 2.35877 1.17077 -0.072 0.201 -0.145
C 0.60930 0.19011 0.22196 1.024 -1.386 -0.027
C -0.06351 -1.21460 0.04162 -0.170 1.703 -0.932
C -1.13782 -1.13212 -1.04213 -0.122 -1.064 0.612
O -0.61553 -1.66220 1.25509 -0.987 -0.148 0.063
N 1.82963 0.19596 -0.57267 -0.128 -0.196 0.267
H -0.48188 1.88874 -0.71972 0.585 0.097 -0.159
H -1.23710 1.06930 0.57893 0.056 0.304 0.370
H 0.91823 0.07178 1.24470 0.533 0.493 0.725
H 0.68877 -1.92796 -0.29879 0.277 0.170 0.048
H -1.90092 -0.39091 -0.86448 -0.178 0.330 0.336
H -1.63635 -2.10503 -1.02446 -0.072 0.070 -0.521
H -0.70491 -0.91375 -2.01629 0.131 -0.237 -0.047
H -0.02039 -1.51904 1.99637 0.209 0.033 -0.220
H 2.40216 1.01078 -0.42986 -0.039 0.192 -0.277
H 1.67988 -0.03564 -1.54215 0.057 0.355 -0.124
H -0.38570 2.67810 1.75192 0.081 0.046 -0.086